Record 1
69
Properties=species:S:1:pos:R:3 method="wB97M-V/def2-TZVPD" gap_ev=7.519 fmax_ev_per_a=2.0 total_charge=-1
Br 0.252 -1.478 0.342
O 2.478 2.544 1.324
S 3.531 1.688 1.779
O 4.847 2.261 1.927
O 3.128 1.049 3.180
C 1.784 0.476 3.244
C 1.521 0.179 4.695
C 3.609 0.256 0.704
H 1.700 -0.408 2.616
H 1.096 1.242 2.882
H 1.861 -0.825 4.960
H 0.458 0.170 4.945
H 2.012 0.922 5.322
H 2.596 0.072 0.351
H 4.017 -0.572 1.282
H 4.343 0.457 -0.072
O 4.053 -2.775 -0.148
S 4.132 -2.794 -1.577
O 5.121 -1.984 -2.267
O 4.359 -4.321 -2.035
C 4.682 -4.538 -3.422
C 4.316 -5.980 -3.684
C 2.480 -2.454 -2.255
H 5.718 -4.322 -3.673
H 4.051 -3.882 -4.024
H 4.520 -6.301 -4.716
H 3.258 -6.231 -3.603
H 4.905 -6.695 -3.108
H 2.596 -2.434 -3.339
H 2.112 -1.483 -1.928
H 1.743 -3.180 -1.922
O -2.221 -0.342 5.323
S -2.878 -0.716 4.105
O -3.077 -2.066 3.705
O -4.372 -0.049 4.138
C -5.311 -0.354 3.126
C -5.683 0.887 2.361
C -2.145 0.227 2.756
H -6.220 -0.789 3.563
H -5.008 -1.190 2.484
H -6.268 0.576 1.486
H -4.866 1.519 2.027
H -6.392 1.484 2.941
H -1.159 -0.198 2.548
H -2.018 1.251 3.099
H -2.679 0.124 1.814
C -4.880 4.475 -0.787
O -3.523 4.113 -0.924
C -3.395 2.701 -0.845
C -2.161 2.247 -1.594
O -1.005 3.037 -1.371
C 0.107 2.204 -1.094
C 0.532 1.173 -2.142
O 0.426 1.676 -3.442
C 0.511 0.711 -4.453
H -5.510 3.961 -1.523
H -5.028 5.543 -0.942
H -5.255 4.212 0.209
H -4.228 2.227 -1.374
H -3.313 2.314 0.176
H -2.340 2.132 -2.675
H -2.037 1.177 -1.365
H 0.006 1.791 -0.083
H 1.001 2.821 -0.944
H 0.017 0.207 -2.025
H 1.572 0.892 -1.904
H 0.365 1.244 -5.389
H -0.297 -0.030 -4.352
H 1.451 0.148 -4.410


Record 2
67
Properties=species:S:1:pos:R:3 method="wB97M-V/def2-TZVPD" gap_ev=8.790 fmax_ev_per_a=2.7 total_charge=+1
C 0.980 -1.995 2.842
C 1.596 -0.685 3.357
C 0.541 0.231 3.994
N 0.416 1.571 3.393
N 0.443 1.558 1.977
S 1.855 2.191 1.279
C -0.655 1.108 1.339
N -1.737 0.669 1.967
C -2.601 0.278 1.048
N -2.070 0.480 -0.156
C -2.770 0.126 -1.349
Cl -3.794 1.297 -2.074
C -2.625 -1.095 -1.878
C -3.332 -1.577 -3.103
Cl -1.579 -2.228 -1.081
N -0.844 1.033 -0.015
C -0.089 1.384 -1.198
C 0.942 0.291 -1.600
O 1.981 0.870 -2.360
H 0.538 -1.852 1.854
H 1.797 -2.707 2.725
H 0.284 -2.418 3.559
H 2.215 -0.223 2.594
H 2.277 -0.986 4.150
H 0.795 0.382 5.041
H -0.424 -0.278 4.012
H -0.448 2.018 3.673
H 2.485 1.089 0.804
H -3.572 -0.151 1.206
H -3.170 -0.931 -3.958
H -3.016 -2.596 -3.297
H -4.393 -1.630 -2.859
H 0.449 2.317 -1.090
H -0.728 1.534 -2.063
H 0.413 -0.362 -2.291
H 1.293 -0.289 -0.744
H 2.311 1.616 -1.845
C 2.161 4.113 -3.515
O 0.850 3.583 -3.728
H 2.132 5.185 -3.672
H 2.484 3.909 -2.486
H 2.861 3.668 -4.222
H 0.910 2.633 -3.591
C -2.821 -1.643 5.671
O -2.083 -2.205 4.581
H -2.140 -1.524 6.509
H -3.226 -0.667 5.395
H -3.637 -2.307 5.961
H -2.695 -2.307 3.847
C 5.063 5.078 -5.976
O 4.210 5.879 -5.161
H 5.236 4.138 -5.458
H 4.593 4.872 -6.941
H 6.021 5.576 -6.137
H 4.063 6.707 -5.626
C 1.363 -2.579 -4.863
O 1.615 -1.176 -4.891
H 1.311 -2.930 -5.890
H 2.169 -3.106 -4.347
H 0.412 -2.793 -4.365
H 1.660 -0.870 -3.983
C -3.133 -5.368 6.162
O -3.292 -5.037 4.785
H -3.973 -5.991 6.456
H -2.206 -5.923 6.321
H -3.125 -4.465 6.779
H -2.545 -4.486 4.533


Copy entry 2 word for word.
67
Properties=species:S:1:pos:R:3 method="wB97M-V/def2-TZVPD" gap_ev=8.790 fmax_ev_per_a=2.7 total_charge=+1
C 0.980 -1.995 2.842
C 1.596 -0.685 3.357
C 0.541 0.231 3.994
N 0.416 1.571 3.393
N 0.443 1.558 1.977
S 1.855 2.191 1.279
C -0.655 1.108 1.339
N -1.737 0.669 1.967
C -2.601 0.278 1.048
N -2.070 0.480 -0.156
C -2.770 0.126 -1.349
Cl -3.794 1.297 -2.074
C -2.625 -1.095 -1.878
C -3.332 -1.577 -3.103
Cl -1.579 -2.228 -1.081
N -0.844 1.033 -0.015
C -0.089 1.384 -1.198
C 0.942 0.291 -1.600
O 1.981 0.870 -2.360
H 0.538 -1.852 1.854
H 1.797 -2.707 2.725
H 0.284 -2.418 3.559
H 2.215 -0.223 2.594
H 2.277 -0.986 4.150
H 0.795 0.382 5.041
H -0.424 -0.278 4.012
H -0.448 2.018 3.673
H 2.485 1.089 0.804
H -3.572 -0.151 1.206
H -3.170 -0.931 -3.958
H -3.016 -2.596 -3.297
H -4.393 -1.630 -2.859
H 0.449 2.317 -1.090
H -0.728 1.534 -2.063
H 0.413 -0.362 -2.291
H 1.293 -0.289 -0.744
H 2.311 1.616 -1.845
C 2.161 4.113 -3.515
O 0.850 3.583 -3.728
H 2.132 5.185 -3.672
H 2.484 3.909 -2.486
H 2.861 3.668 -4.222
H 0.910 2.633 -3.591
C -2.821 -1.643 5.671
O -2.083 -2.205 4.581
H -2.140 -1.524 6.509
H -3.226 -0.667 5.395
H -3.637 -2.307 5.961
H -2.695 -2.307 3.847
C 5.063 5.078 -5.976
O 4.210 5.879 -5.161
H 5.236 4.138 -5.458
H 4.593 4.872 -6.941
H 6.021 5.576 -6.137
H 4.063 6.707 -5.626
C 1.363 -2.579 -4.863
O 1.615 -1.176 -4.891
H 1.311 -2.930 -5.890
H 2.169 -3.106 -4.347
H 0.412 -2.793 -4.365
H 1.660 -0.870 -3.983
C -3.133 -5.368 6.162
O -3.292 -5.037 4.785
H -3.973 -5.991 6.456
H -2.206 -5.923 6.321
H -3.125 -4.465 6.779
H -2.545 -4.486 4.533


Please write out number 1 again, unchanged.
69
Properties=species:S:1:pos:R:3 method="wB97M-V/def2-TZVPD" gap_ev=7.519 fmax_ev_per_a=2.0 total_charge=-1
Br 0.252 -1.478 0.342
O 2.478 2.544 1.324
S 3.531 1.688 1.779
O 4.847 2.261 1.927
O 3.128 1.049 3.180
C 1.784 0.476 3.244
C 1.521 0.179 4.695
C 3.609 0.256 0.704
H 1.700 -0.408 2.616
H 1.096 1.242 2.882
H 1.861 -0.825 4.960
H 0.458 0.170 4.945
H 2.012 0.922 5.322
H 2.596 0.072 0.351
H 4.017 -0.572 1.282
H 4.343 0.457 -0.072
O 4.053 -2.775 -0.148
S 4.132 -2.794 -1.577
O 5.121 -1.984 -2.267
O 4.359 -4.321 -2.035
C 4.682 -4.538 -3.422
C 4.316 -5.980 -3.684
C 2.480 -2.454 -2.255
H 5.718 -4.322 -3.673
H 4.051 -3.882 -4.024
H 4.520 -6.301 -4.716
H 3.258 -6.231 -3.603
H 4.905 -6.695 -3.108
H 2.596 -2.434 -3.339
H 2.112 -1.483 -1.928
H 1.743 -3.180 -1.922
O -2.221 -0.342 5.323
S -2.878 -0.716 4.105
O -3.077 -2.066 3.705
O -4.372 -0.049 4.138
C -5.311 -0.354 3.126
C -5.683 0.887 2.361
C -2.145 0.227 2.756
H -6.220 -0.789 3.563
H -5.008 -1.190 2.484
H -6.268 0.576 1.486
H -4.866 1.519 2.027
H -6.392 1.484 2.941
H -1.159 -0.198 2.548
H -2.018 1.251 3.099
H -2.679 0.124 1.814
C -4.880 4.475 -0.787
O -3.523 4.113 -0.924
C -3.395 2.701 -0.845
C -2.161 2.247 -1.594
O -1.005 3.037 -1.371
C 0.107 2.204 -1.094
C 0.532 1.173 -2.142
O 0.426 1.676 -3.442
C 0.511 0.711 -4.453
H -5.510 3.961 -1.523
H -5.028 5.543 -0.942
H -5.255 4.212 0.209
H -4.228 2.227 -1.374
H -3.313 2.314 0.176
H -2.340 2.132 -2.675
H -2.037 1.177 -1.365
H 0.006 1.791 -0.083
H 1.001 2.821 -0.944
H 0.017 0.207 -2.025
H 1.572 0.892 -1.904
H 0.365 1.244 -5.389
H -0.297 -0.030 -4.352
H 1.451 0.148 -4.410